195
Properties=species:S:1:pos:R:3 method="wB97M-V/def2-TZVPD" total_charge=+3
C -2.4796 -4.4782 -0.2648
O -2.8572 -3.1505 0.1078
O -1.2389 -4.3078 -0.8659
C -2.5961 -5.4647 0.9336
F -2.3935 -4.7873 2.1313
F -3.8009 -5.9753 0.9330
F -1.6462 -6.3975 0.9303
C -4.1953 -2.6896 -0.0439
C -4.2077 -1.2187 0.1757
H -3.6108 -0.7118 -0.5825
H -5.2270 -0.8805 0.3628
H -3.7662 -1.0095 1.1529
H -4.8596 -3.0998 0.7224
H -4.6937 -3.0217 -0.9572
H -3.0303 -4.9369 -1.0923
C -0.3662 5.6978 -3.1422
O 0.0150 4.5818 -4.0783
O -1.4244 6.3234 -3.7072
C -0.4327 5.2598 -1.6547
F -1.0235 4.1020 -1.4310
F 0.7911 5.1906 -1.0815
F -1.1153 6.1575 -0.8540
C 0.9890 3.5708 -3.9529
C 0.8190 2.5695 -5.0818
H 1.7346 2.4210 -5.6592
H 0.3927 1.5926 -4.8611
H 0.3416 3.1448 -5.8775
H 0.9927 3.0527 -2.9904
H 1.9727 4.0474 -3.9810
H 0.5361 6.2964 -3.3048
C 3.9503 -1.9252 -0.6698
O 3.4512 -0.6499 -0.9475
O 2.9752 -2.7602 -0.2119
C 4.9950 -2.5184 -1.6895
F 6.0721 -1.7252 -1.9798
F 5.5108 -3.7480 -1.4144
F 4.4267 -2.7661 -2.8696
C 4.1252 0.5717 -0.9898
C 3.0715 1.5108 -1.6153
H 2.0977 1.4311 -1.1301
H 3.4437 2.5330 -1.6795
H 2.9241 1.1214 -2.6229
H 4.8697 0.6407 -1.7867
H 4.6025 0.8169 -0.0391
H 4.5748 -1.6611 0.1973
C 0.0592 1.8197 2.1026
O -0.2878 0.5165 1.6874
C 0.7592 -0.3937 1.6992
C 0.1033 -1.7311 1.2306
N -0.5426 -1.4763 -0.1800
H -1.2356 -2.2156 -0.2350
H -1.1731 -0.6798 -0.1850
C 0.2664 -1.4681 -1.4669
C -0.7049 -0.9491 -2.5381
O -1.3217 0.2173 -2.0736
C -2.0376 0.9508 -3.0759
H 0.1282 1.8538 3.1935
H -0.6480 2.6316 1.9273
H 0.9697 2.2373 1.6669
H 1.2704 -0.6035 2.6415
H 1.4380 -0.0371 0.9211
H -0.5464 -2.1600 1.9918
H 0.8866 -2.4671 1.0494
H 0.5924 -2.5024 -1.5642
H 1.1302 -0.8473 -1.2307
H -1.4941 -1.6889 -2.7103
H -0.2386 -0.8951 -3.5244
H -2.0240 1.9941 -2.7599
H -3.0814 0.6380 -3.0155
H -1.5806 0.8870 -4.0632
C 2.7979 -3.0257 3.5820
O 1.8913 -3.7086 2.6945
C 2.2645 -5.0734 2.4985
C 1.2840 -5.7261 1.5718
N 1.3452 -5.2101 0.1067
H 0.5718 -5.6653 -0.3701
H 1.1752 -4.2102 0.1387
C 2.6741 -5.5924 -0.6842
C 2.6500 -7.1233 -0.8436
O 1.3236 -7.4224 -1.2645
C 1.0476 -8.7863 -1.1156
H 3.6984 -2.5531 3.1905
H 2.9955 -3.6538 4.4528
H 2.2330 -2.2007 4.0212
H 2.1696 -5.5219 3.4903
H 3.3116 -5.1800 2.2086
H 0.3337 -5.3648 1.9639
H 1.3373 -6.8127 1.5682
H 3.3758 -5.0468 -0.0540
H 2.7003 -5.0381 -1.6210
H 2.9879 -7.7310 -0.0006
H 3.3136 -7.5632 -1.5922
H -0.0150 -8.9329 -1.3195
H 0.9898 -9.0845 -0.0647
H 1.6059 -9.5483 -1.6599
C -0.1186 6.5952 -10.3602
O -0.8004 6.2244 -9.1714
C -1.7397 7.0744 -8.6384
C -1.6926 6.9269 -7.0997
N -1.5830 5.4996 -6.6852
H -0.9925 4.9388 -7.2900
H -1.1892 5.4955 -5.7473
C -2.9528 4.7964 -6.4468
C -2.7075 3.2988 -6.3600
O -1.7684 2.8493 -7.3172
C -1.8886 1.5123 -7.5060
H 0.3563 7.5769 -10.4070
H -0.7492 6.5624 -11.2506
H 0.6760 5.8572 -10.4605
H -2.7393 6.6879 -8.8581
H -1.6790 8.1159 -8.9549
H -2.5097 7.4666 -6.6194
H -0.8984 7.3443 -6.4772
H -3.5071 5.0106 -7.3619
H -3.5133 5.3048 -5.6648
H -3.7021 2.8593 -6.4698
H -2.4556 2.9970 -5.3403
H -1.5923 1.1986 -8.5074
H -2.8865 1.0965 -7.3465
H -1.2633 0.9585 -6.7982
C 0.0421 4.4852 4.2572
O 0.6031 3.6631 5.2754
C 1.7305 4.1851 5.9345
C 2.1435 3.1932 7.0220
N 3.3797 3.6184 7.6843
H 4.0619 3.7974 6.9535
H 3.2866 4.4919 8.1972
C 4.0817 2.6172 8.6238
C 5.2735 3.3726 9.2439
O 4.7175 4.4703 9.9394
C 5.6646 5.2503 10.6501
H -0.9640 4.1224 4.0531
H 0.6810 4.5013 3.3736
H -0.0807 5.5224 4.5757
H 1.4087 5.0751 6.4819
H 2.5065 4.4121 5.2003
H 2.1576 2.2106 6.5508
H 1.4167 3.1950 7.8348
H 4.3475 1.8738 7.8718
H 3.4416 2.1245 9.3537
H 5.9846 3.6429 8.4590
H 5.8380 2.7176 9.9101
H 6.4513 5.4828 9.9290
H 6.0522 4.7921 11.5591
H 5.2331 6.2308 10.8468
C -4.9388 -3.4722 -5.5521
O -3.8337 -4.2371 -4.9802
C -3.1891 -3.5881 -3.9308
C -2.4184 -4.5387 -3.0382
N -1.7420 -5.5951 -3.9720
H -2.3645 -6.3629 -4.1955
H -1.6416 -5.1364 -4.8723
C -0.5024 -6.2861 -3.3593
C 0.8186 -5.5516 -3.6535
O 0.7943 -4.1653 -3.2589
C 1.9999 -3.5219 -3.4700
H -5.8383 -3.5770 -4.9412
H -5.3680 -3.8092 -6.4953
H -4.7616 -2.4016 -5.6562
H -3.9340 -3.0625 -3.3273
H -2.5455 -2.7712 -4.2695
H -3.0334 -5.1411 -2.3695
H -1.7079 -4.0625 -2.3617
H -0.5668 -7.1866 -3.9692
H -0.7120 -6.4165 -2.2988
H 1.0549 -5.6303 -4.7157
H 1.5207 -6.1250 -3.0448
H 2.8109 -4.1540 -3.1130
H 1.9709 -2.5503 -2.9773
H 2.1154 -3.2158 -4.5136
C -4.2174 4.3248 5.1216
O -3.5238 3.2767 5.7362
C -3.1772 3.4380 7.0651
C -1.8742 2.6810 7.3581
N -2.1988 1.1370 7.3458
H -2.5812 0.9308 8.2629
H -2.9042 0.8402 6.6794
C -0.9471 0.2325 7.3091
C -0.3325 0.2225 5.9041
O -1.3766 0.1612 4.9468
C -1.9633 -1.1120 4.6789
H -3.6321 5.2417 5.0337
H -5.1449 4.5899 5.6325
H -4.4686 3.8827 4.1586
H -3.8900 3.1026 7.8230
H -2.9395 4.4767 7.3086
H -1.4602 2.8699 8.3477
H -1.1009 2.7657 6.5948
H -1.0910 -0.8052 7.6132
H -0.3098 0.5439 8.1383
H 0.2529 -0.6995 5.9308
H 0.3848 1.0381 5.8246
H -1.2956 -1.9661 4.5501
H -2.6800 -1.0612 3.8618
H -2.5382 -1.4543 5.5450

=====

45
Properties=species:S:1:pos:R:3 method="wB97M-V/def2-TZVPD" smiles=CCO.CCO.CCO.CCO.CCO
C -2.7324 6.1916 -0.1800
C -1.8345 5.0208 0.2218
O -1.7375 4.0819 -0.8760
H -3.0898 6.7373 0.6936
H -3.5616 5.8712 -0.8049
H -2.1315 6.8751 -0.7852
H -2.1976 4.4167 1.0485
H -0.8301 5.3846 0.4426
H -1.0728 4.3811 -1.5025
C 0.3734 -0.3976 4.4730
C 0.5623 0.6856 5.5344
O 1.5774 1.6088 5.1616
H 0.2213 -0.0049 3.4663
H -0.4885 -1.0491 4.6314
H 1.2989 -0.9810 4.4767
H 0.8639 0.2033 6.4699
H -0.3733 1.2258 5.6692
H 2.4278 1.1643 5.2086
C -0.3754 -5.2778 -0.5602
C 0.6993 -6.1485 -1.1577
O 1.2486 -5.4326 -2.2727
H -1.0258 -5.7657 0.1608
H -1.0112 -5.0010 -1.4104
H 0.0309 -4.3331 -0.2019
H 0.2983 -7.0962 -1.5329
H 1.4839 -6.3838 -0.4299
H 2.1124 -5.7943 -2.4854
C -0.5063 -0.9409 0.8132
C -0.2671 0.4049 0.1992
O -1.4942 1.0884 0.0344
H 0.3834 -1.3880 1.2548
H -0.9037 -1.6162 0.0486
H -1.2597 -0.9106 1.6039
H 0.2421 0.3340 -0.7680
H 0.4106 0.9772 0.8533
H -1.3737 1.9425 -0.3955
C 1.6753 0.9647 -4.4693
C 1.7288 -0.5105 -4.0998
O 0.5940 -0.7665 -3.2633
H 2.4434 1.1368 -5.2267
H 1.8606 1.6093 -3.6156
H 0.6906 1.1447 -4.8929
H 2.6498 -0.8223 -3.5915
H 1.7168 -1.1526 -4.9893
H 0.6726 -1.6777 -2.9541

=====

47
Properties=species:S:1:pos:R:3 method="wB97M-V/def2-TZVPD" smiles="C1=C(c2ccccc2)C[C@@]2(c3ccccc3)OOC3(CCCC3)O[C@@H]12"
C 0.5735 1.3037 0.7429
C -0.4180 2.1456 1.2088
C -0.3587 2.9633 2.4735
C 0.5579 2.7331 3.4873
C 0.5899 3.5556 4.6522
C -0.2765 4.6276 4.6410
C -1.2476 4.8319 3.7160
C -1.3758 3.9958 2.5772
C -1.6087 1.9350 0.3596
C -1.3274 0.5572 -0.3177
C -1.8671 -0.6128 0.5811
C -1.8581 -0.6364 1.9624
C -2.5115 -1.5971 2.6854
C -3.2218 -2.5733 2.0229
C -3.3442 -2.4634 0.6762
C -2.7807 -1.5434 -0.0848
O -2.0589 0.6031 -1.5813
O -1.3328 0.3160 -2.8399
C 0.1052 0.1934 -2.7970
C 0.7664 0.9020 -3.8577
C 1.1452 -0.0879 -5.0442
C 1.4883 -1.3169 -4.1898
C 0.5850 -1.2875 -3.0153
O 0.6864 0.8967 -1.6034
C 0.1744 0.4003 -0.3309
H 1.5499 1.2341 1.1885
H 1.2541 1.9111 3.5057
H 1.1954 3.2400 5.5237
H -0.2977 5.3619 5.4439
H -1.8516 5.7577 3.6387
H -2.0528 4.1653 1.7457
H -1.6535 2.7565 -0.3696
H -2.5172 1.8732 0.8228
H -1.5147 0.1514 2.6421
H -2.5639 -1.4705 3.7616
H -3.6597 -3.4605 2.5232
H -4.0151 -3.2109 0.2010
H -3.0704 -1.5012 -1.1479
H 1.6943 1.3489 -3.5612
H 0.1461 1.6729 -4.1300
H 0.2358 -0.3032 -5.5564
H 1.8960 0.2294 -5.7785
H 2.5265 -1.2575 -3.8417
H 1.4356 -2.2066 -4.7945
H 1.0632 -1.6431 -2.0475
H -0.2321 -1.9442 -3.2657
H 0.5239 -0.6242 -0.1931

=====

78
Properties=species:S:1:pos:R:3 method="wB97M-V/def2-TZVPD" total_charge=+2
Pt 1.1382 1.7749 0.6059
O 0.5266 4.6290 -2.3865
Cl -0.0537 3.6255 -1.5839
O -1.4147 3.8766 -1.2822
O 0.7156 3.6355 -0.2529
O 0.1333 2.3076 -2.1469
C -5.1681 0.5104 0.7087
C -5.0965 -0.8528 0.0718
C -6.1172 -1.7763 0.2870
C -6.0691 -3.0449 -0.2691
C -4.9972 -3.4163 -1.0675
C -3.9680 -2.5135 -1.2883
C -4.0098 -1.2438 -0.7160
Sb -2.4697 0.1926 -1.0820
C -0.9534 -1.2458 -1.7681
C -0.2296 -2.0544 -0.9520
C 0.8474 -2.9283 -1.4231
C 1.0603 -2.9601 -2.8639
C 0.3424 -2.1595 -3.6888
C -0.6662 -1.3088 -3.1733
C -1.4348 -0.4794 -4.1319
C -1.6537 0.4660 0.9395
C -1.0878 1.7658 1.1867
C -0.5415 2.1029 2.4391
C -0.5537 1.1451 3.4622
C -1.1186 -0.0828 3.2324
C -1.6763 -0.4523 1.9826
C -2.3706 -1.7892 1.9417
H -6.1921 0.7636 0.9764
H -4.8076 1.2969 0.0385
H -4.5723 0.5519 1.6255
H -6.9684 -1.4900 0.8931
H -6.8771 -3.7413 -0.0891
H -4.9652 -4.3999 -1.5169
H -3.1352 -2.8097 -1.9170
H -0.4358 -2.0829 0.1118
H 0.7944 -3.9328 -0.9837
H 1.8105 -3.6320 -3.2629
H 0.5121 -2.1801 -4.7571
H -1.2022 -0.7210 -5.1655
H -1.2026 0.5753 -3.9475
H -2.5104 -0.5915 -3.9698
H -1.3542 2.5776 0.5224
H -0.2181 3.1140 2.6556
H -0.1556 1.3890 4.4387
H -1.1729 -0.7960 4.0479
H -1.8667 -2.5105 2.5865
H -2.4645 -2.2042 0.9429
H -3.3890 -1.6782 2.3227
N 2.9188 -2.5292 1.4253
C 2.4101 -1.9348 2.6682
C 2.2765 -0.4250 2.5184
N 1.6279 -0.1004 1.2262
H 3.1585 -3.5018 1.5816
H 3.7862 -2.0742 1.1503
H 1.7924 -2.5686 -0.9501
H 3.0467 -2.1361 3.5343
H 1.4276 -2.3650 2.8828
H 3.2512 0.0542 2.5405
H 1.6734 -0.0160 3.3226
H 0.7709 -0.6459 1.1460
H 2.2500 -0.3905 0.4627
C 5.0688 1.5782 1.6253
C 4.6115 2.5352 0.5433
S 3.2439 1.8842 -0.4455
O 3.5264 0.4651 -0.7861
C 3.4695 2.8937 -1.9135
C 3.6358 4.3856 -1.6416
H 6.0235 1.9279 2.0151
H 5.2132 0.5740 1.2282
H 4.3661 1.5562 2.4562
H 5.3941 2.7264 -0.1924
H 4.2687 3.4855 0.9551
H 2.6362 2.6505 -2.5667
H 4.3802 2.4491 -2.3244
H 2.8599 4.7792 -0.9939
H 3.5618 4.9120 -2.5908
H 4.6099 4.6084 -1.2105

=====

Energy relative to the best compared isomer or geometry (same formula, charge and spin) for the records above, in order: 77.8; 20.1; 47.1; 22.3 kcal/mol
HOMO for the records above, in order: -11.14; -9.45; -8.64; -13.54 eV